1.
{
  "formula": "C38H70Br2CaN6NaO16P2Si",
  "method": "ωB97M-V/def2-TZVPD",
  "symbols": ["C", "C", "O", "C", "N", "C", "C", "O", "N", "C", "N", "C", "C", "C", "O", "Si", "C", "C", "C", "C", "P", "N", "O", "O", "H", "H", "H", "H", "H", "H", "H", "H", "H", "H", "H", "H", "H", "H", "H", "H", "H", "H", "H", "H", "H", "H", "H", "H", "H", "H", "H", "H", "H", "H", "C", "O", "C", "C", "O", "C", "H", "H", "H", "H", "H", "H", "H", "H", "H", "H", "C", "C", "C", "C", "C", "C", "H", "H", "H", "H", "H", "H", "C", "C", "O", "N", "C", "H", "H", "H", "H", "H", "H", "H", "Br", "C", "C", "Br", "H", "H", "H", "H", "C", "C", "C", "C", "C", "C", "H", "H", "H", "H", "H", "H", "C", "O", "O", "O", "Ca", "O", "P", "O", "O", "O", "C", "O", "N", "C", "C", "H", "H", "H", "H", "H", "H", "H", "Na"],
  "xyz": [[0.723, -1.828, 1.775], [-0.631, -2.506, 1.358], [-1.677, -1.519, 1.512], [-0.680, -3.034, -0.127], [0.013, -2.174, -1.108], [-0.830, -1.039, -1.533], [-0.429, 0.328, -0.874], [0.692, 0.979, -1.606], [0.169, 2.148, -2.036], [-0.374, 2.348, -3.262], [-0.850, 3.640, -3.365], [-0.582, 4.244, -2.125], [-1.042, 5.721, -1.888], [-2.621, 5.628, -1.548], [-2.810, 4.367, -0.889], [-4.317, 4.198, -0.079], [-5.500, 3.070, -1.089], [-5.145, 5.822, 0.473], [-3.941, 3.220, 1.533], [0.083, 3.335, -1.228], [0.653, 3.646, 0.502], [-0.466, 4.117, 1.491], [1.864, 4.820, 0.535], [1.237, 2.183, 1.077], [1.329, -1.440, 0.909], [1.372, -2.501, 2.407], [0.492, -0.926, 2.417], [-0.789, -3.385, 2.048], [-2.469, -1.821, 1.029], [-1.749, -3.217, -0.442], [-0.166, -4.037, -0.130], [0.118, -2.739, -1.962], [-0.813, -0.873, -2.650], [-1.910, -1.271, -1.278], [-0.151, 0.182, 0.201], [-1.359, 0.970, -0.876], [-0.370, 1.509, -3.993], [-1.301, 4.060, -4.176], [-0.834, 6.349, -2.793], [-0.532, 6.164, -0.983], [-3.142, 5.620, -2.545], [-2.842, 6.527, -0.919], [-6.470, 2.986, -0.513], [-5.674, 3.454, -2.131], [-5.016, 2.047, -1.095], [-5.637, 5.602, 1.473], [-4.438, 6.693, 0.661], [-6.019, 6.139, -0.209], [-3.117, 3.752, 2.095], [-4.839, 3.159, 2.201], [-3.596, 2.176, 1.271], [-1.329, 4.187, 0.938], [2.442, 4.518, 1.273], [2.215, 2.206, 1.122], [6.384, -3.387, -2.731], [5.312, -3.932, -3.480], [4.633, -4.980, -2.788], [3.345, -4.485, -2.151], [3.604, -3.545, -1.111], [3.416, -2.206, -1.538], [6.676, -2.441, -3.190], [6.102, -3.195, -1.691], [7.243, -4.068, -2.760], [5.290, -5.435, -2.037], [4.390, -5.748, -3.528], [2.830, -5.334, -1.692], [2.677, -4.057, -2.905], [2.347, -1.981, -1.584], [3.874, -2.017, -2.512], [3.881, -1.545, -0.803], [5.566, 0.806, -2.143], [6.413, -0.006, -1.399], [7.790, 0.090, -1.562], [8.320, 1.007, -2.463], [7.474, 1.821, -3.204], [6.096, 1.718, -3.047], [4.492, 0.727, -2.018], [5.999, -0.715, -0.692], [8.450, -0.548, -0.986], [9.394, 1.086, -2.586], [7.888, 2.537, -3.905], [5.435, 2.350, -3.630], [3.699, -1.692, -6.423], [2.664, -0.869, -5.703], [1.804, -1.378, -5.004], [2.714, 0.487, -5.853], [3.652, 1.270, -6.632], [3.532, -2.746, -6.208], [3.617, -1.542, -7.502], [4.700, -1.424, -6.080], [1.993, 0.973, -5.343], [4.169, 1.961, -5.963], [3.093, 1.845, -7.374], [4.383, 0.646, -7.138], [5.391, 1.025, 1.865], [7.177, 0.247, 1.912], [7.615, -0.025, 3.327], [8.151, 1.618, 4.221], [7.836, 0.930, 1.382], [7.096, -0.683, 1.348], [8.502, -0.660, 3.338], [6.839, -0.482, 3.938], [-7.179, 0.363, 5.423], [-8.424, 0.150, 4.847], [-8.526, -0.105, 3.484], [-7.380, -0.157, 2.698], [-6.133, 0.051, 3.273], [-6.034, 0.316, 4.636], [-7.099, 0.565, 6.485], [-9.317, 0.183, 5.460], [-9.499, -0.264, 3.034], [-7.460, -0.360, 1.636], [-5.238, 0.008, 2.660], [-5.055, 0.487, 5.088], [-1.731, -5.538, -1.902], [-0.568, -5.590, -2.343], [-2.738, -5.108, -2.551], [-2.080, -5.885, -0.730], [-4.605, -1.550, 5.314], [7.472, 5.428, 8.232], [7.752, 4.313, 7.223], [7.125, 4.682, 5.879], [7.152, 2.997, 7.716], [9.264, 4.147, 7.067], [-7.847, -4.485, 5.043], [-7.186, -4.532, 6.061], [-8.639, -5.482, 4.578], [-9.400, -5.354, 3.352], [-8.727, -6.717, 5.335], [-7.850, -3.591, 4.395], [-10.464, -5.471, 3.575], [-9.089, -6.133, 2.653], [-9.237, -4.378, 2.894], [-9.099, -6.499, 6.339], [-7.732, -7.157, 5.421], [-9.397, -7.419, 4.841], [-5.929, 8.261, 0.067]],
  "orbital_gap_ha": 0.03640,
  "energy_ev": -271624.8644,
  "largest_force_ev_per_a": 3.622,
  "homo_ev": -2.61,
  "e_lumo_ev": -1.6,
  "total_charge": -1
}



2.
{
  "formula": "C38H71BN8O2P",
  "method": "ωB97M-V/def2-TZVPD",
  "symbols": ["C", "C", "P", "C", "C", "B", "O", "C", "C", "O", "H", "H", "H", "H", "H", "H", "H", "H", "H", "H", "H", "H", "H", "H", "H", "C", "C", "C", "C", "N", "H", "H", "H", "H", "H", "H", "H", "C", "C", "C", "C", "N", "H", "H", "H", "H", "H", "H", "H", "C", "C", "C", "C", "N", "H", "H", "H", "H", "H", "H", "H", "C", "C", "C", "C", "N", "H", "H", "H", "H", "H", "H", "H", "C", "C", "C", "C", "N", "H", "H", "H", "H", "H", "H", "H", "C", "C", "C", "C", "N", "H", "H", "H", "H", "H", "H", "H", "C", "C", "C", "C", "N", "H", "H", "H", "H", "H", "H", "H", "C", "C", "C", "C", "N", "H", "H", "H", "H", "H", "H", "H"],
  "xyz": [[2.304, 2.615, 0.205], [1.241, 2.527, -0.940], [0.299, 4.120, -1.275], [1.361, 5.631, -0.939], [1.410, 6.122, 0.553], [-1.413, 4.184, -0.376], [-1.710, 3.208, 0.706], [-3.140, 3.346, 0.815], [-3.634, 4.188, -0.475], [-2.530, 3.963, -1.338], [3.172, 3.277, -0.024], [1.848, 2.929, 1.168], [2.734, 1.590, 0.360], [0.535, 1.706, -0.655], [1.699, 2.185, -1.904], [2.376, 5.426, -1.356], [0.925, 6.458, -1.551], [0.467, 6.658, 0.814], [2.220, 6.896, 0.642], [1.602, 5.278, 1.244], [-1.639, 5.283, 0.094], [-3.655, 2.356, 0.786], [-3.539, 3.932, 1.680], [-4.632, 3.875, -0.878], [-3.801, 5.265, -0.207], [-2.710, -0.446, -1.285], [-2.979, -1.196, 0.011], [-1.972, -0.860, 1.111], [-0.598, -1.226, 0.671], [0.469, -1.524, 0.333], [-1.740, -0.711, -1.710], [-3.466, -0.692, -2.029], [-2.727, 0.636, -1.123], [-2.963, -2.270, -0.191], [-3.983, -0.952, 0.365], [-2.213, -1.412, 2.022], [-2.000, 0.209, 1.338], [0.914, 2.862, 6.203], [0.846, 4.178, 5.438], [1.076, 4.008, 3.934], [2.423, 3.436, 3.677], [3.470, 2.990, 3.481], [1.902, 2.403, 6.125], [0.715, 3.030, 7.263], [0.174, 2.152, 5.826], [1.589, 4.867, 5.850], [-0.133, 4.632, 5.598], [1.004, 4.973, 3.429], [0.323, 3.346, 3.500], [2.654, 8.002, 9.377], [2.160, 8.461, 8.009], [0.646, 8.306, 7.839], [0.256, 6.880, 7.979], [-0.038, 5.769, 8.089], [2.465, 6.939, 9.535], [3.730, 8.158, 9.464], [2.164, 8.561, 10.178], [2.677, 7.891, 7.233], [2.426, 9.511, 7.866], [0.339, 8.658, 6.853], [0.113, 8.893, 8.589], [2.369, -1.640, -2.688], [3.549, -1.474, -3.641], [3.431, -0.222, -4.516], [2.206, -0.318, -5.348], [1.241, -0.393, -5.976], [1.429, -1.765, -3.231], [2.505, -2.526, -2.065], [2.269, -0.776, -2.028], [3.626, -2.361, -4.276], [4.471, -1.417, -3.059], [4.297, -0.131, -5.173], [3.378, 0.677, -3.899], [5.868, -6.126, -4.709], [5.137, -6.691, -3.496], [4.202, -5.675, -2.837], [4.971, -4.496, -2.361], [5.560, -3.574, -1.990], [6.516, -5.291, -4.433], [6.499, -6.891, -5.164], [5.160, -5.777, -5.464], [5.873, -7.041, -2.767], [4.552, -7.561, -3.805], [3.691, -6.127, -1.986], [3.443, -5.338, -3.547], [-1.947, -1.390, -5.708], [-2.756, -2.642, -6.025], [-3.916, -2.855, -5.050], [-3.395, -2.995, -3.665], [-3.002, -3.069, -2.579], [-1.480, -1.455, -4.723], [-1.147, -1.260, -6.436], [-2.576, -0.497, -5.730], [-2.093, -3.509, -6.001], [-3.153, -2.570, -7.041], [-4.475, -3.756, -5.312], [-4.604, -2.008, -5.082], [-4.216, -5.021, 3.095], [-4.262, -3.887, 4.114], [-5.594, -3.131, 4.103], [-5.828, -2.522, 2.770], [-6.009, -2.051, 1.732], [-4.314, -4.648, 2.074], [-3.263, -5.549, 3.158], [-5.016, -5.744, 3.276], [-3.443, -3.193, 3.911], [-4.096, -4.296, 5.113], [-5.584, -2.340, 4.854], [-6.421, -3.806, 4.333], [-0.228, -5.246, -3.039], [-1.039, -5.729, -4.228], [-0.744, -7.179, -4.623], [0.687, -7.328, -4.998], [1.800, -7.444, -5.283], [0.845, -5.256, -3.245], [-0.502, -4.219, -2.795], [-0.413, -5.867, -2.159], [-0.839, -5.073, -5.079], [-2.101, -5.634, -3.989], [-1.363, -7.474, -5.472], [-0.963, -7.854, -3.794]],
  "orbital_gap_ha": 0.18325,
  "energy_ev": -66538.7658,
  "largest_force_ev_per_a": 1.739,
  "homo_ev": -3.04,
  "e_lumo_ev": 1.9,
  "total_charge": -1
}



3.
{
  "formula": "C38H71NO32",
  "method": "ωB97M-V/def2-TZVPD",
  "symbols": ["C", "N", "O", "O", "H", "H", "H", "C", "C", "O", "C", "O", "O", "C", "H", "H", "H", "H", "H", "H", "H", "H", "C", "C", "O", "C", "O", "O", "C", "H", "H", "H", "H", "H", "H", "H", "H", "C", "C", "O", "C", "O", "O", "C", "H", "H", "H", "H", "H", "H", "H", "H", "C", "C", "O", "C", "O", "O", "C", "H", "H", "H", "H", "H", "H", "H", "H", "C", "C", "O", "C", "O", "O", "C", "H", "H", "H", "H", "H", "H", "H", "H", "C", "C", "O", "C", "O", "O", "C", "H", "H", "H", "H", "H", "H", "H", "H", "C", "C", "O", "C", "O", "O", "C", "H", "H", "H", "H", "H", "H", "H", "H", "O", "C", "O", "C", "C", "O", "H", "H", "H", "H", "O", "C", "O", "C", "C", "O", "H", "H", "H", "H", "O", "C", "O", "C", "C", "O", "H", "H", "H", "H"],
  "xyz": [[3.494, 1.717, 4.128], [4.103, 1.359, 2.799], [4.345, 0.206, 2.503], [4.250, 2.300, 2.012], [3.479, 0.774, 4.670], [2.431, 2.045, 3.926], [4.108, 2.473, 4.550], [-4.122, 1.843, 2.923], [-2.976, 0.857, 2.949], [-3.440, -0.228, 2.023], [-2.422, -0.744, 1.319], [-1.244, -0.692, 1.504], [-2.951, -1.434, 0.241], [-4.345, -1.413, -0.026], [-4.355, 2.227, 1.973], [-3.821, 2.705, 3.538], [-4.942, 1.289, 3.409], [-3.028, 0.474, 3.983], [-1.994, 1.257, 2.645], [-4.967, -1.721, 0.816], [-4.485, -2.165, -0.820], [-4.677, -0.443, -0.457], [-7.107, 1.939, -2.591], [-5.650, 1.634, -2.459], [-4.976, 2.913, -2.667], [-4.027, 3.254, -1.792], [-3.838, 2.735, -0.713], [-3.402, 4.370, -2.251], [-2.178, 4.679, -1.662], [-7.698, 1.012, -2.548], [-7.311, 2.430, -3.600], [-7.267, 2.560, -1.744], [-5.226, 0.970, -3.187], [-5.346, 1.318, -1.496], [-1.826, 5.589, -2.041], [-1.472, 3.878, -1.845], [-2.294, 4.784, -0.566], [-3.785, 3.744, -5.712], [-2.562, 3.035, -5.223], [-2.880, 1.667, -4.841], [-2.356, 1.152, -3.761], [-1.854, 1.743, -2.855], [-2.588, -0.216, -3.755], [-2.841, -0.832, -4.968], [-3.599, 4.793, -5.886], [-4.674, 3.709, -5.080], [-4.149, 3.387, -6.690], [-2.314, 3.497, -4.277], [-1.696, 3.084, -5.928], [-3.797, -0.526, -5.371], [-2.812, -1.920, -4.834], [-2.143, -0.540, -5.756], [-0.813, -3.221, -1.784], [-0.349, -4.418, -2.559], [-0.664, -5.630, -1.843], [-1.937, -6.063, -1.999], [-2.728, -5.637, -2.770], [-2.192, -6.931, -1.015], [-3.450, -7.535, -0.880], [-1.958, -3.342, -1.792], [-0.627, -2.321, -2.313], [-0.410, -3.203, -0.764], [0.709, -4.514, -2.591], [-0.890, -4.370, -3.526], [-3.909, -7.745, -1.863], [-4.066, -6.891, -0.256], [-3.268, -8.527, -0.402], [5.650, 6.127, -1.981], [5.322, 5.581, -0.628], [6.022, 4.378, -0.412], [5.574, 3.284, -0.956], [4.417, 3.069, -1.304], [6.529, 2.346, -1.000], [6.074, 0.964, -1.017], [5.179, 5.525, -2.797], [6.756, 6.079, -2.129], [5.267, 7.171, -2.101], [4.278, 5.441, -0.439], [5.742, 6.242, 0.101], [5.389, 0.776, -1.864], [5.702, 0.582, -0.033], [6.938, 0.449, -1.319], [4.747, -6.533, -1.817], [4.126, -5.174, -1.882], [4.691, -4.375, -0.791], [4.284, -3.110, -0.741], [3.625, -2.486, -1.510], [4.764, -2.486, 0.358], [5.607, -3.188, 1.301], [5.818, -6.578, -1.946], [4.364, -7.112, -2.684], [4.434, -7.117, -0.960], [3.055, -5.237, -1.689], [4.341, -4.777, -2.877], [5.090, -4.091, 1.649], [5.666, -2.501, 2.139], [6.578, -3.225, 0.826], [-2.720, 0.084, 9.548], [-2.651, 1.501, 9.009], [-2.630, 1.399, 7.575], [-1.435, 1.055, 7.164], [-0.439, 0.819, 7.794], [-1.496, 1.039, 5.811], [-0.277, 0.796, 5.166], [-1.781, -0.386, 9.254], [-3.630, -0.376, 9.174], [-2.996, 0.101, 10.621], [-1.763, 1.874, 9.405], [-3.460, 2.142, 9.296], [0.275, -0.046, 5.608], [0.403, 1.691, 5.293], [-0.580, 0.653, 4.111], [-0.238, 4.970, -4.909], [0.649, 4.481, -4.274], [1.516, 3.571, -4.681], [2.570, 3.412, -3.632], [1.946, 4.103, -2.461], [0.872, 4.859, -2.978], [2.738, 2.364, -3.401], [3.426, 3.977, -3.997], [2.587, 4.764, -1.926], [1.494, 3.453, -1.701], [1.134, -1.181, 2.970], [1.400, -0.685, 1.912], [1.624, -1.333, 0.750], [1.558, -0.414, -0.357], [1.765, 0.978, 0.327], [1.534, 0.684, 1.735], [2.378, -0.677, -1.031], [0.591, -0.415, -0.857], [0.989, 1.705, 0.054], [2.724, 1.416, 0.122], [2.764, -5.240, 1.275], [1.736, -4.933, 1.794], [1.493, -4.304, 3.017], [0.140, -4.143, 3.280], [-0.520, -4.411, 1.984], [0.475, -5.149, 1.273], [-0.158, -4.876, 4.007], [-0.061, -3.099, 3.639], [-0.729, -3.437, 1.486], [-1.471, -4.992, 2.101]],
  "orbital_gap_ha": 0.39309,
  "energy_ev": -107564.3706,
  "largest_force_ev_per_a": 3.342,
  "homo_ev": -10.38,
  "e_lumo_ev": 0.3,
  "total_charge": 0
}